one:
Computed, not measured: a 2-piece molecular cluster, C3H10NOS overall, with ωB97M-V with the def2-TZVPD basis set.

The geometry in XYZ format:
```
16
Properties=species:S:1:pos:R:3:mulliken_spin:R:1
C 0.5222 2.5519 1.1508 0.03
C 1.0115 1.5407 0.0528 -0.03
S 2.0631 0.2599 0.6890 0.98
H -0.4457 3.0439 1.0073 0.00
H 0.3891 2.0033 2.0777 -0.02
H 1.2116 3.4078 1.1403 0.00
H 1.6162 2.1419 -0.6279 0.05
H 0.1934 1.3732 -0.6398 -0.02
H -0.3210 -0.5414 -0.1331 0.00
N -0.3496 -2.9583 -0.5753 0.00
C -1.3780 -1.9943 -0.9457 0.00
O -0.9019 -0.6593 -0.8804 0.00
H -0.2361 -3.0537 0.4367 0.00
H 0.6065 -2.6374 -0.7295 0.00
H -2.1462 -2.0930 -0.1630 0.00
H -1.8350 -2.3852 -1.8599 0.00
```

Computed properties:
Net charge: 0
<S²>: 0.753
Spin multiplicity: 2
Gap between HOMO and LUMO (spin up / spin down) (Ha): 0.381 / 0.255


two:
Computed, not measured: a 2-piece molecular cluster, C3H10NOS overall, with ωB97M-V with the def2-TZVPD basis set.

The geometry in XYZ format:
```
16
Properties=species:S:1:pos:R:3:mulliken_spin:R:1
C 0.7411 0.2030 -2.6696 0.00
C 0.8766 0.8681 -1.2888 0.00
S 0.5928 2.6812 -1.2812 0.00
H 1.5744 0.5625 -3.2692 0.00
H -0.2334 0.4336 -3.0563 0.00
H 0.6306 -0.9017 -2.6526 0.00
H 0.1696 0.6910 -0.4994 0.00
H 1.8728 0.6055 -0.9264 0.00
H 1.6894 3.1765 -1.9166 0.00
N -1.6388 -1.2745 3.2567 0.01
C -0.7395 -1.2971 1.9962 -0.01
O -1.1002 -0.6557 0.9229 0.81
H -1.2869 -0.6095 3.9471 0.00
H -2.6223 -1.0321 3.1559 0.00
H 0.2500 -1.0470 2.4754 0.07
H -0.7761 -2.4038 1.8059 0.11
```

Computed properties:
Net charge: 0
<S²>: 0.755
Spin multiplicity: 2
Gap between HOMO and LUMO (spin up / spin down) (Ha): 0.360 / 0.250


Quick one: least stable of them? two


one:
Computed, not measured: a single C17H25N5O molecule, with ωB97M-V with the def2-TZVPD basis set.

The geometry in XYZ format:
```
48
Properties=species:S:1:pos:R:3:mulliken_charge:R:1
O -1.9499 4.7288 4.3801 -0.53
N -2.0743 -1.8371 -3.3321 -0.63
N -0.0853 -0.8874 -1.5047 -0.13
C -1.9148 3.7605 3.7837 0.24
C -2.3856 -0.9955 -2.3022 -0.63
C -0.8106 -2.1684 -3.4361 -0.49
C -1.4086 -0.7200 -1.3332 0.52
C 0.1172 -1.7307 -2.4852 0.34
N -1.7199 -0.0196 -0.1677 0.33
N 1.5110 -2.0827 -2.6413 -0.03
N -2.8555 2.7771 3.9117 -0.20
C 4.7865 -2.3844 -2.0469 -1.57
C 3.3938 -0.9606 -0.3060 -1.35
C -0.8752 3.2992 2.6842 -0.91
C -1.1505 -0.4816 1.1166 -0.68
C -2.7064 1.0076 -0.0709 -1.28
C 2.2592 -2.8408 -1.6009 -0.84
C 2.5736 -1.0709 -2.7343 -1.02
C -2.4841 1.6079 3.2848 -0.87
C -0.6392 0.7497 1.8642 -1.43
C -2.1939 2.2763 0.7319 -1.61
C 3.4056 -1.7694 -1.6392 1.55
C -1.5406 1.9931 2.0857 1.68
H -3.3565 -0.6166 -2.0638 0.48
H -0.4115 -2.6566 -4.3429 0.39
H -3.4178 2.6913 4.7857 0.30
H 5.0052 -3.2405 -1.3777 0.32
H 5.6974 -1.7211 -2.2860 0.32
H 4.6628 -2.7940 -3.0314 0.46
H 3.7258 -1.6886 0.4631 0.35
H 4.1869 -0.1807 -0.4025 0.39
H 2.3788 -0.5567 -0.0744 0.16
H -0.8985 4.0144 1.8956 0.34
H 0.1525 3.2180 3.1332 0.32
H -0.3392 -1.2662 0.9113 0.29
H -1.9374 -0.9216 1.6927 0.36
H -2.9794 1.3787 -0.9930 0.66
H -3.5178 0.5051 0.4239 0.59
H 1.7523 -2.8558 -0.6347 0.23
H 2.5993 -3.8104 -1.9407 0.39
H 2.1440 -0.1315 -2.4833 0.36
H 2.9179 -1.0813 -3.7687 0.29
H -1.7802 1.0455 3.9058 0.43
H -3.3513 1.0400 2.8535 0.29
H 0.1844 1.1333 1.2824 0.45
H -0.2250 0.4103 2.8179 0.50
H -3.0044 2.9957 0.8361 0.46
H -1.4407 2.8382 0.1553 0.44
```

Computed properties:
Net charge: 0
SMILES: CC1(C)CN(c2cncc(N3CCC4(CC3)CNC(=O)C4)n2)C1
Gap between HOMO and LUMO (Ha): 0.315


two:
Computed, not measured: a single C17H25N5O molecule, with ωB97M-V with the def2-TZVPD basis set.

The geometry in XYZ format:
```
48
Properties=species:S:1:pos:R:3:mulliken_charge:R:1
C -5.1169 -0.7406 0.4338 -1.01
H -5.2246 -1.4626 1.2403 0.27
C -4.6006 -1.4208 -0.8289 -0.23
H -4.3874 -0.6660 -1.5884 0.22
C -3.3588 -2.3065 -0.6199 -1.12
N -2.1020 -1.6691 -0.2826 0.17
C -1.6751 -0.6641 -1.2271 -0.72
C -0.1548 -0.4568 -1.1780 -1.31
N 0.2897 0.4107 -0.1086 0.82
C 0.2282 0.0455 1.2017 0.91
O 0.6698 0.7555 2.0853 -0.68
C -0.4561 -1.2668 1.5027 -1.71
H 0.0577 -2.0881 1.0008 0.35
H -0.3757 -1.4110 2.5806 0.46
C -1.9375 -1.2642 1.0987 -0.14
H -2.4653 -1.9886 1.7209 0.64
H -2.3556 -0.2673 1.3074 -0.07
C 0.9964 1.6401 -0.4296 -0.53
H 1.2769 2.0566 0.5455 0.51
C 2.2772 1.3830 -1.2445 -1.12
C 3.0515 0.2381 -0.6492 0.44
C 3.1898 -0.9610 -1.3346 -0.26
C 3.8600 -2.0283 -0.7620 -0.67
C 4.3966 -1.9087 0.5076 -0.46
C 4.2701 -0.7136 1.1957 -0.73
C 3.6048 0.3530 0.6204 -0.07
H 3.5070 1.2790 1.1665 0.32
H 4.6884 -0.6124 2.1858 0.39
H 4.9138 -2.7428 0.9583 0.40
H 3.9595 -2.9551 -1.3084 0.39
H 2.7749 -1.0624 -2.3282 0.37
H 2.0321 1.1669 -2.2869 0.40
H 2.8793 2.2939 -1.2243 0.46
C 0.0815 2.6535 -1.1373 -0.65
N -0.9727 3.1217 -0.2951 -0.85
N -1.7532 2.4840 0.3287 1.41
N -2.5918 2.0924 0.9683 -0.89
H 0.6624 3.5363 -1.4129 0.45
H -0.3404 2.2183 -2.0542 0.33
H 0.1613 -0.0072 -2.1197 0.52
H 0.3254 -1.4370 -1.0947 0.38
H -1.9314 -1.0218 -2.2280 0.52
H -2.1790 0.3046 -1.0699 0.18
H -3.5719 -3.0387 0.1626 0.55
H -3.1844 -2.8606 -1.5505 0.38
H -5.3855 -2.0689 -1.2273 0.40
H -4.4494 0.0503 0.7632 0.17
H -6.0916 -0.2962 0.2424 0.40
```

Computed properties:
Net charge: 0
Gap between HOMO and LUMO (Ha): 0.333


Quick one: least stable of them? one


one:
Computed, not measured: a 2-piece molecular cluster, C6H12NO3 overall, with ωB97M-V with the def2-TZVPD basis set.

The geometry in XYZ format:
```
22
Properties=species:S:1:pos:R:3:mulliken_charge:R:1
C 2.1243 0.5156 -1.2560 -0.46
C 1.8780 -1.0389 -1.4472 -0.44
C 0.7612 1.3168 -1.5078 0.58
O 0.8990 2.5169 -1.1594 -0.76
O -0.2157 0.7371 -2.0105 -0.77
H 2.3855 0.6659 -0.2072 0.22
H 2.8836 0.8396 -1.9490 0.35
H 1.3032 -1.1767 -2.3701 0.21
H 1.1964 -1.3648 -0.6864 -0.25
H 2.9026 -1.4264 -1.4698 0.37
C -1.8225 -0.6429 1.1805 -0.41
C -0.8374 -1.4957 1.9183 -0.87
C -1.4937 0.9097 1.3204 0.54
O -0.7935 1.2378 2.2470 -0.63
N -1.8222 1.6450 0.2095 -0.63
H -1.9894 -0.8284 0.1127 0.35
H -2.8818 -0.7872 1.4603 0.34
H -1.1063 -2.4962 2.2784 0.35
H -0.3132 -0.9911 2.7244 0.28
H -1.2262 2.4683 0.1607 0.31
H -1.7270 1.1859 -0.6953 0.34
H -0.1049 -1.7900 1.1466 -0.02
```

Computed properties:
Net charge: -1
Gap between HOMO and LUMO (Ha): 0.297


two:
Computed, not measured: a 2-piece molecular cluster, C6H12NO3 overall, with ωB97M-V with the def2-TZVPD basis set.

The geometry in XYZ format:
```
22
Properties=species:S:1:pos:R:3:mulliken_charge:R:1
C -1.0442 -0.3631 2.2153 -0.49
C -2.6198 0.0429 1.9763 -0.32
O -3.5068 -0.5736 3.0082 -0.13
N -4.7633 -0.3182 2.5213 0.03
O -4.7348 -0.8512 1.4028 -0.30
H -0.4518 0.6656 2.3380 0.10
H -0.5499 -0.9454 1.3158 -0.03
H -0.8953 -0.9978 3.2145 0.25
H -2.7115 1.2090 2.2123 -0.10
C 1.4471 0.6993 -2.4503 -0.49
C 1.6823 -0.7464 -2.0963 -0.54
C 2.3185 -0.6381 -0.7277 -0.43
O 1.7831 0.5416 -0.1122 -0.38
C 1.0831 1.2984 -1.1094 -0.49
H 0.6725 0.8461 -3.2072 0.32
H 2.3774 1.1471 -2.8196 0.25
H 0.7224 -1.2708 -2.0217 0.28
H 2.3081 -1.2795 -2.8166 0.32
H 3.4039 -0.5127 -0.8026 0.27
H 2.1103 -1.5083 -0.0986 0.28
H 0.0103 1.2015 -0.9100 0.30
H 1.3585 2.3538 -1.0324 0.27
```

Computed properties:
Net charge: -1
Gap between HOMO and LUMO (Ha): 0.150


Quick one: least stable of them? two


one:
Computed, not measured: C28H31MnN2O5SSi as an isolated structure, with ωB97M-V with the def2-TZVPD basis set.

The geometry in XYZ format:
```
69
Properties=species:S:1:pos:R:3:mulliken_spin:R:1
Mn 0.6962 0.2294 0.4487 4.13
O -0.3200 2.8535 3.3601 0.00
S 0.1049 2.6463 2.0040 0.00
O 1.4920 2.2574 1.7697 0.04
N -0.6862 1.5309 1.2109 -0.05
C -2.0592 1.3361 1.2219 0.04
C -3.0107 2.1208 1.8198 0.01
C -4.3810 1.7830 1.7234 0.00
C -4.8033 0.6786 1.0450 0.01
C -3.8426 -0.1564 0.4210 0.00
C -4.1773 -1.3283 -0.2958 0.00
C -3.1946 -2.0839 -0.8632 0.00
C -1.8544 -1.6688 -0.7203 0.00
N -1.5074 -0.5918 -0.0665 0.05
C -2.4801 0.1712 0.5082 -0.02
C -0.1683 4.1861 1.1806 0.01
C 0.2075 5.3452 1.8522 0.00
C 0.0586 6.5706 1.2240 0.00
C -0.4776 6.6355 -0.0562 0.00
C -0.8679 5.4766 -0.7099 0.00
C -0.7115 4.2414 -0.0950 0.01
H -2.7165 2.9934 2.3875 0.00
H -5.1062 2.4247 2.2074 0.00
H -5.8536 0.4253 0.9792 0.00
H -5.2196 -1.6129 -0.3843 0.00
H -3.4213 -2.9858 -1.4146 0.00
H -1.0500 -2.2409 -1.1706 0.00
H 0.6065 5.2791 2.8557 0.00
H 0.3566 7.4765 1.7359 0.00
H -0.5932 7.5949 -0.5438 0.00
H -1.2954 5.5304 -1.7026 0.00
H -1.0176 3.3318 -0.5937 0.00
C 2.1109 -3.4055 6.1074 0.00
O 2.4603 -4.2211 4.9960 0.00
C 2.2261 -3.7275 3.7640 0.00
C 2.5781 -4.6014 2.7027 0.00
C 2.3896 -4.1840 1.4258 0.00
C 1.8580 -2.9004 1.1159 0.02
C 1.7011 -2.5051 -0.2429 0.00
C 1.9904 -3.4777 -1.3579 0.00
O 1.3227 -1.3680 -0.6218 -0.01
C 1.4863 -2.0416 2.1936 0.01
O 0.9412 -0.8879 2.0223 0.04
C 1.6938 -2.4845 3.5217 0.02
H 2.3525 -3.9819 6.9945 0.00
H 1.0445 -3.1745 6.0978 0.00
H 2.6864 -2.4785 6.1023 0.00
H 2.9884 -5.5729 2.9376 0.00
H 2.6592 -4.8537 0.6207 0.00
H 1.3386 -4.3496 -1.2757 0.00
H 3.0201 -3.8325 -1.3162 0.00
H 1.8219 -2.9824 -2.3099 0.00
H 1.4099 -1.8041 4.3090 0.00
C 3.5523 3.3217 -0.8080 -0.01
Si 3.1330 1.5252 -1.0252 -0.01
C 3.9068 0.8935 -2.6020 -0.01
C 3.8509 0.5364 0.3948 0.02
C 1.2742 1.3134 -1.1641 -0.36
H 4.6356 3.4570 -0.7446 0.00
H 3.1000 3.7155 0.1039 0.00
H 3.1862 3.9062 -1.6562 0.00
H 4.9926 1.0258 -2.5698 0.00
H 3.5257 1.4356 -3.4711 0.00
H 3.7000 -0.1697 -2.7509 0.00
H 4.9257 0.7242 0.4709 0.00
H 3.7170 -0.5378 0.2459 0.00
H 3.4113 0.8114 1.3573 -0.01
H 0.9934 0.7205 -2.0367 0.02
H 0.7619 2.2748 -1.1909 0.05
```

Computed properties:
Net charge: 0
<S²>: 6.207
Spin multiplicity: 5
Gap between HOMO and LUMO (spin up / spin down) (Ha): 0.283 / 0.295


two:
Computed, not measured: C28H31MnN2O5SSi as an isolated structure, with ωB97M-V with the def2-TZVPD basis set.

The geometry in XYZ format:
```
69
Properties=species:S:1:pos:R:3:mulliken_spin:R:1
Mn 0.0668 0.3265 -0.2728 4.16
O -0.9346 -2.9364 1.8909 0.00
S -1.4000 -1.8280 1.1012 0.00
O -1.4240 -0.5018 1.7031 0.03
N -0.5979 -1.5824 -0.2435 -0.05
C -0.1594 -2.5404 -1.1355 0.03
C -0.4551 -3.8811 -1.1361 0.01
C 0.0572 -4.7195 -2.1525 0.00
C 0.8476 -4.2391 -3.1563 0.01
C 1.1764 -2.8602 -3.1818 0.00
C 1.9886 -2.2655 -4.1735 0.00
C 2.2627 -0.9288 -4.1181 0.00
C 1.7262 -0.1702 -3.0586 0.00
N 0.9666 -0.6891 -2.1266 0.05
C 0.6797 -2.0183 -2.1728 -0.01
C -3.0762 -2.2110 0.6612 0.00
C -3.9354 -2.5862 1.6869 0.00
C -5.2683 -2.8293 1.4022 0.00
C -5.7344 -2.7152 0.0975 0.00
C -4.8650 -2.3643 -0.9225 0.00
C -3.5295 -2.1071 -0.6423 0.01
H -1.0661 -4.3102 -0.3548 0.00
H -0.1939 -5.7718 -2.1215 0.00
H 1.2323 -4.8884 -3.9318 0.00
H 2.3855 -2.8826 -4.9704 0.00
H 2.8810 -0.4473 -4.8624 0.00
H 1.9280 0.8914 -2.9797 0.00
H -3.5572 -2.6862 2.6955 0.00
H -5.9429 -3.1111 2.1995 0.00
H -6.7765 -2.9054 -0.1237 0.00
H -5.2248 -2.2906 -1.9404 0.00
H -2.8416 -1.8392 -1.4335 0.00
C 5.2796 -0.4191 4.2135 0.00
O 5.4805 0.8089 3.5316 0.00
C 4.5824 1.1526 2.5879 0.00
C 4.8400 2.4025 1.9642 0.00
C 3.9910 2.8426 1.0029 0.00
C 2.8492 2.0961 0.5909 0.02
C 2.0063 2.6097 -0.4291 0.01
C 2.3125 3.9374 -1.0824 0.00
O 0.9646 2.0441 -0.8595 -0.02
C 2.6026 0.8316 1.2239 0.00
O 1.6105 0.0721 0.9449 0.03
C 3.5035 0.3890 2.2316 0.02
H 6.0898 -0.4937 4.9331 0.00
H 5.3240 -1.2611 3.5191 0.00
H 4.3209 -0.4225 4.7362 0.00
H 5.7042 2.9710 2.2750 0.00
H 4.1938 3.7985 0.5404 0.00
H 3.3064 3.9338 -1.5298 0.00
H 2.2845 4.7455 -0.3501 0.00
H 1.5668 4.1271 -1.8495 0.00
H 3.2815 -0.5637 2.6881 0.00
C -3.8648 1.7718 1.0431 0.00
Si -2.2267 2.3886 0.3708 -0.01
C -2.4265 4.0699 -0.4534 -0.01
C -1.0431 2.6131 1.8188 0.02
C -1.6350 1.1702 -0.9381 -0.35
H -4.2657 2.4604 1.7902 0.00
H -3.7440 0.7925 1.5102 0.00
H -4.6006 1.6769 0.2412 0.00
H -2.7928 4.8224 0.2484 0.00
H -3.1291 4.0170 -1.2873 0.00
H -1.4688 4.4167 -0.8474 0.00
H -1.5280 3.2783 2.5399 0.00
H -0.1049 3.0909 1.5311 0.00
H -0.8077 1.6847 2.3409 -0.01
H -1.3021 1.6377 -1.8682 0.03
H -2.3704 0.3957 -1.1496 0.04
```

Computed properties:
Net charge: 0
<S²>: 6.199
Spin multiplicity: 5
Gap between HOMO and LUMO (spin up / spin down) (Ha): 0.285 / 0.293


Quick one: least stable of them? one